Run a
An isolated ion of composition NO4S2 and charge -1. Source: the Open Molecules 2025 dataset; level of theory: wB97M-V/def2-TZVPD.

Last column: Mulliken charge in e.
CARTESIAN COORDINATES (ANGSTROEM)
O  -0.24  1.62  1.21  -0.55
S  -2.05  -0.20  0.08  0.11
N  1.33  -0.31  0.06  0.71
O  -2.36  -0.82  -1.25  -0.59
S  -0.28  0.87  -0.08  0.42
O  1.48  -1.04  -0.94  -0.56
O  2.13  -0.11  0.93  -0.53

Calculated values
net charge: -1
HOMO: -3.497 eV
HOMO-LUMO gap: 7.1 eV

***

Run b
An isolated ion of composition NO4S2 and charge -1. Source: the Open Molecules 2025 dataset; level of theory: wB97M-V/def2-TZVPD.

Last column: Mulliken charge in e.
CARTESIAN COORDINATES (ANGSTROEM)
N  -0.17  1.21  0.30  0.61
S  1.95  -1.25  0.27  -0.01
O  -1.28  1.15  0.87  -0.53
O  0.41  2.24  -0.10  -0.54
O  0.29  -0.72  -1.80  -0.48
O  1.83  -0.70  1.48  -0.45
S  0.08  -0.69  -0.45  0.41

Calculated values
net charge: -1
HOMO (alpha / beta): -2.853 / -2.852 eV
HOMO-LUMO gap (alpha / beta): 6.5 / 6.5 eV

***

Tell me which of them is the most stable. Sure, it is run a.

***

Run a
An isolated ion of composition C3H7IN and charge +1. Source: the Open Molecules 2025 dataset; level of theory: wB97M-V/def2-TZVPD.

Last column: Mulliken charge in e.
CARTESIAN COORDINATES (ANGSTROEM)
H  -0.74  -0.01  1.49  0.38
C  -1.08  -0.31  0.50  -0.36
H  -0.32  0.60  -1.48  0.40
H  1.98  0.26  -0.10  0.38
C  -0.26  -1.22  -0.28  -0.33
H  -0.64  -1.80  -1.04  0.35
H  0.62  -1.65  0.32  0.25
C  1.16  0.90  0.19  -0.80
I  -3.16  0.14  -0.04  0.23
H  1.11  0.96  1.28  0.27
N  -0.04  0.31  -0.46  -0.11
H  1.37  1.83  -0.36  0.33

Calculated values
net charge: +1
HOMO: -14.146 eV
HOMO-LUMO gap: 9.9 eV

***

Run b
A 2-piece molecular cluster, C3H7IN overall. Source: the Open Molecules 2025 dataset; level of theory: wB97M-V/def2-TZVPD.

Last column: Mulliken charge in e.
CARTESIAN COORDINATES (ANGSTROEM)
H  -1.06  0.39  -2.14  0.05
H  1.74  0.55  0.80  0.37
C  -1.48  0.98  -1.33  -0.38
N  1.39  -0.36  1.17  -0.37
H  1.04  -0.08  2.06  0.36
C  -1.38  0.89  -0.04  0.06
C  0.37  -1.02  0.23  -0.75
H  -1.97  1.26  0.76  0.36
H  -2.06  1.69  -1.97  0.26
H  2.15  -1.08  1.36  0.38
I  1.25  -1.36  -1.71  0.24
H  0.00  -1.86  0.82  0.41

Calculated values
net charge: +1
HOMO (alpha / beta): -13.272 / -13.159 eV
HOMO-LUMO gap (alpha / beta): 8.4 / 8.0 eV

***

Tell me which of them is the most stable. Sure, it is run a.